Density functional theory data (the ωB97M-V functional and the def2-TZVPD basis) for a molecular structure, C25H32Al2BBeBrCl4F4N4O13P in a non-equilibrium geometry.

E_LUMO in Eh: -0.2927
Relative energy (zero: lowest compared OMol25 entry of this formula, charge and spin) in kJ/mol: 0.0
Max |F| in eV/A: 2.16
Total charge: +1
DFT total energy in Ha: -7848.1089
Gap between HOMO and LUMO in Ha: 0.02802

Last column: Mulliken charge in e.
Cartesian coordinates (Å):
1 C -2.940 -4.498 -0.259  -1.17
2 C -1.970 -4.333 -1.161  -1.05
3 C -0.852 -3.380 -0.899  0.88
4 C 0.370 -3.883 -0.493  0.30
5 C 0.498 -5.369 -0.307  -1.21
6 C 0.275 -5.712 1.185  -1.22
7 C 1.462 -3.013 -0.261  0.87
8 P 3.038 -3.759 0.319  0.25
9 C 3.854 -4.317 -1.236  -0.95
10 C 4.159 -2.485 1.045  -0.60
11 C 5.401 -1.941 0.315  -0.84
12 C 1.253 -1.673 -0.464  0.23
13 O 2.228 -0.765 -0.318  -0.32
14 C 2.871 -0.356 -1.554  0.61
15 C 3.179 1.131 -1.527  -1.38
16 N 0.034 -1.189 -0.819  0.71
17 C -0.094 0.256 -0.964  -0.60
18 C -0.183 1.012 0.172  -0.10
19 C -0.250 2.379 0.058  -0.81
20 C -0.242 2.911 -1.218  -0.13
21 C -0.168 2.054 -2.296  -1.46
22 N -0.071 0.727 -2.192  -0.46
23 C -1.016 -1.998 -1.043  0.82
24 C -2.330 -1.491 -1.483  -0.68
25 C -3.062 -0.532 -0.526  -0.36
26 N -3.451 0.677 -1.264  -0.61
27 H -3.298 -3.660 0.329  0.19
28 H -3.442 -5.445 -0.120  0.36
29 H -1.981 -4.863 -2.107  0.63
30 H 1.484 -5.736 -0.578  0.15
31 H -0.199 -5.930 -0.916  0.66
32 H 0.893 -6.575 1.461  0.50
33 H -0.788 -5.895 1.361  0.48
34 H 0.600 -4.884 1.814  0.47
35 H 3.470 -5.268 -1.585  0.39
36 H 4.899 -4.502 -0.952  0.26
37 H 3.829 -3.553 -2.021  0.17
38 H 4.551 -2.968 1.937  0.63
39 H 3.576 -1.640 1.398  0.35
40 H 5.643 -0.936 0.653  0.38
41 H 6.262 -2.586 0.518  0.48
42 H 5.358 -1.850 -0.797  0.00
43 H 3.809 -0.907 -1.660  -0.54
44 H 2.241 -0.624 -2.400  0.45
45 H 4.172 1.299 -1.942  0.46
46 H 2.481 1.675 -2.151  0.25
47 H 3.189 1.506 -0.508  0.32
48 H -0.160 0.540 1.145  0.71
49 H -0.279 3.010 0.927  1.02
50 H -0.279 3.982 -1.302  0.24
51 H -0.173 2.463 -3.297  0.41
52 H -2.165 -1.002 -2.446  0.54
53 H -2.976 -2.336 -1.704  -0.30
54 H -2.444 -0.231 0.326  0.30
55 H -3.993 -0.976 -0.184  0.41
56 H -2.721 0.990 -1.886  0.21
57 H -3.716 1.427 -0.642  0.25
58 C -2.371 3.101 2.447  1.02
59 O -2.604 3.952 1.602  -0.34
60 O -1.229 2.828 2.880  -0.29
61 O -3.175 2.294 2.966  -0.32
62 Al 0.777 -7.628 2.903  0.60
63 C -1.883 7.584 0.594  0.31
64 Cl -3.476 7.527 -0.207  -0.07
65 Cl -2.085 7.487 2.323  -0.03
66 Cl -0.911 6.221 0.033  -0.05
67 Cl -1.075 9.096 0.160  -0.14
68 C -1.898 12.505 -2.125  0.81
69 O -1.272 11.479 -2.797  -0.34
70 O -1.896 12.217 -0.804  -0.35
71 O -2.395 13.475 -2.583  -0.46
72 H -1.427 11.371 -0.734  0.27
73 B 1.147 4.368 5.023  0.63
74 F 1.220 4.911 3.708  -0.40
75 F 2.012 5.055 5.870  -0.36
76 F -0.184 4.476 5.474  -0.41
77 F 1.506 3.000 4.957  -0.43
78 C -0.419 -9.178 6.550  0.87
79 O -0.846 -9.599 7.616  -0.34
80 O 0.154 -8.065 6.397  -0.37
81 O -0.493 -9.798 5.455  -0.37
82 Be -3.030 8.187 -2.768  0.01
83 Al 6.307 -2.709 -2.202  0.68
84 N -4.957 -2.791 -3.479  1.04
85 O -5.228 -2.582 -2.270  -0.59
86 O -5.733 -2.474 -4.369  -0.65
87 O -3.852 -3.326 -3.746  -0.60
88 Br -0.522 12.039 -4.350  0.10

Force components x, y, z for each atom (eV/Å):
0.1 0.0 -0.1
-0.2 0.0 0.4
-0.3 0.4 -0.5
0.0 -0.1 -0.3
0.5 -0.5 0.6
-0.3 0.8 -0.6
0.2 -0.1 -0.2
-0.4 -0.7 0.6
0.6 0.7 0.3
0.2 0.4 -0.3
0.2 -0.3 0.0
0.2 0.0 0.0
0.1 0.0 -0.2
0.1 0.4 -0.2
0.3 -0.3 -0.2
0.1 0.0 0.0
-0.1 0.4 -0.3
0.1 -0.4 1.0
0.2 0.1 -0.4
0.0 0.0 0.6
0.0 0.4 -0.6
-0.1 -0.3 0.1
-0.6 -0.5 -0.1
-0.3 0.4 -0.2
-0.1 1.2 -0.4
0.0 -0.3 -0.1
0.6 -0.2 0.8
-0.8 0.2 -0.8
0.5 -0.7 0.3
0.1 0.2 -0.1
-0.2 0.2 -0.1
0.1 0.6 -1.3
0.0 -0.2 0.2
0.1 -0.1 0.2
-0.2 0.0 -0.2
0.0 -0.2 0.0
-0.2 -0.1 -0.2
0.0 0.0 0.1
-0.2 0.0 0.0
0.1 0.1 0.0
0.1 0.0 0.0
-1.0 0.4 0.8
-0.1 -0.3 0.2
-0.1 0.0 0.0
0.1 0.1 0.0
-0.2 0.2 0.2
-0.1 0.1 0.1
0.0 0.0 0.1
0.1 0.1 0.1
-0.1 0.1 -0.5
0.0 -0.1 -0.2
-0.1 0.1 0.0
-0.1 0.0 -0.2
0.0 -0.5 0.3
0.1 -0.3 0.2
0.0 0.2 0.1
-0.1 0.1 0.0
-0.2 0.5 -0.6
-0.2 0.0 0.2
0.0 -0.3 0.6
0.2 -0.1 0.2
-0.2 -1.2 1.8
-0.1 -0.1 0.1
-0.1 -0.1 0.5
0.0 0.0 0.0
0.1 0.1 -0.1
0.2 -0.1 0.0
-0.4 0.1 1.0
0.1 0.4 0.2
0.1 -0.4 -0.9
0.2 0.1 -0.3
-0.1 0.1 0.4
-0.2 0.0 -0.1
0.0 -0.1 -0.1
0.0 0.0 0.0
0.0 0.0 0.0
0.0 -0.1 -0.1
0.2 0.2 -0.4
0.0 0.0 0.0
0.0 0.0 0.1
0.0 0.0 0.1
0.1 0.1 -0.5
0.6 -0.4 -0.8
0.1 0.1 0.3
0.0 0.0 0.1
0.0 0.0 0.0
0.4 -0.1 -0.1
0.0 -0.1 -0.3

Density functional theory data (the ωB97M-V functional and the def2-TZVPD basis) for 8 unconnected molecules or ions with the total composition C25H32BBrF7INO23 in a non-equilibrium geometry.

E_LUMO in Eh: -0.1730
Max |F| in eV/A: 2.71
Total charge: +1
DFT total energy in Ha: -6352.6320
Gap between HOMO and LUMO in Ha: 0.29608

Last column: Mulliken charge in e.
Cartesian coordinates (Å):
1 C 1.977 3.846 0.185  -1.15
2 C 2.050 2.912 -1.078  -0.25
3 C 1.873 1.459 -0.584  -0.56
4 Br 3.395 1.032 0.621  -0.01
5 N 1.975 0.395 -1.615  -0.23
6 I 0.971 0.788 -3.392  0.47
7 C 1.449 -0.912 -1.025  -0.54
8 B 2.583 -2.051 -0.869  0.76
9 O 3.706 -2.181 -1.710  -0.58
10 O 2.438 -2.976 0.182  -0.49
11 H 1.231 4.627 0.010  0.25
12 H 1.625 3.285 1.062  0.43
13 H 2.945 4.324 0.365  0.31
14 H 3.023 2.983 -1.582  0.37
15 H 1.224 3.247 -1.719  0.35
16 H 0.965 1.380 0.024  0.55
17 H 2.962 0.294 -1.850  0.48
18 H 0.958 -0.712 -0.066  -0.08
19 H 0.676 -1.342 -1.681  0.51
20 H 4.270 -1.440 -1.479  0.28
21 H 2.623 -2.476 0.991  0.32
22 C -1.830 -1.775 2.684  1.01
23 C -1.994 -2.590 1.434  0.46
24 O -2.326 -1.600 0.466  -0.37
25 C -1.742 -0.449 0.879  0.84
26 O -1.590 0.511 0.189  -0.62
27 O -1.346 -0.526 2.164  -0.33
28 F -3.019 -3.466 1.538  -0.30
29 H -2.773 -1.610 3.204  0.03
30 H -1.120 -2.211 3.381  -0.82
31 H -1.093 -3.122 1.116  0.28
32 C -6.966 -3.184 4.647  -0.44
33 C -7.056 -1.747 4.216  0.33
34 O -5.866 -1.189 4.757  -0.28
35 C -4.960 -2.196 4.810  0.73
36 O -3.791 -2.037 4.960  -0.62
37 O -5.550 -3.402 4.661  -0.30
38 F -8.125 -1.126 4.766  -0.29
39 H -7.368 -3.340 5.650  0.30
40 H -7.461 -3.863 3.957  0.27
41 H -7.067 -1.600 3.134  0.28
42 C 6.516 -4.048 -1.237  -0.13
43 C 7.036 -5.089 -2.188  0.31
44 O 8.186 -5.573 -1.518  -0.31
45 C 7.953 -5.414 -0.185  0.62
46 O 8.574 -5.938 0.670  -0.49
47 O 6.905 -4.577 0.031  -0.32
48 F 7.411 -4.540 -3.373  -0.28
49 H 6.992 -3.076 -1.388  0.17
50 H 5.436 -3.926 -1.297  0.12
51 H 6.347 -5.916 -2.373  0.30
52 C -3.935 2.770 0.518  -0.03
53 C -5.389 2.474 0.755  0.34
54 O -5.929 3.760 1.004  -0.32
55 C -5.153 4.645 0.320  0.54
56 O -5.455 5.763 0.089  -0.49
57 O -3.984 4.072 -0.068  -0.32
58 F -5.569 1.695 1.856  -0.26
59 H -3.363 2.811 1.448  0.20
60 H -3.464 2.055 -0.153  0.03
61 H -5.902 2.022 -0.097  0.30
62 C 1.685 -2.727 5.648  -0.54
63 C 0.562 -2.579 4.662  0.13
64 O 1.228 -2.078 3.509  -0.06
65 C 2.501 -2.554 3.567  0.49
66 O 3.257 -2.556 2.651  -0.61
67 O 2.793 -3.032 4.793  -0.34
68 F -0.353 -1.667 5.071  -0.26
69 H 1.886 -1.799 6.188  0.29
70 H 1.513 -3.524 6.367  0.30
71 H 0.055 -3.514 4.412  0.39
72 C -0.367 -0.432 -8.173  -0.41
73 C -0.111 -0.506 -6.693  0.25
74 O -0.552 -1.806 -6.363  -0.26
75 C -0.381 -2.569 -7.483  0.58
76 O -0.396 -3.747 -7.495  -0.46
77 O -0.178 -1.789 -8.575  -0.29
78 F -0.864 0.405 -6.000  -0.28
79 H -1.389 -0.122 -8.398  0.28
80 H 0.326 0.230 -8.689  0.28
81 H 0.941 -0.398 -6.412  0.24
82 C -0.380 8.411 -1.386  -0.46
83 C 0.749 7.959 -0.502  0.29
84 O 0.905 6.596 -0.878  -0.24
85 C 0.505 6.508 -2.175  0.62
86 O 0.744 5.584 -2.880  -0.51
87 O -0.189 7.602 -2.553  -0.33
88 F 0.414 8.018 0.809  -0.27
89 H -1.358 8.195 -0.949  0.29
90 H -0.327 9.470 -1.629  0.29
91 H 1.690 8.490 -0.662  0.26

Force components x, y, z for each atom (eV/Å):
-0.2 -0.1 -0.6
-0.1 -0.2 1.2
0.7 1.7 0.3
-0.4 -0.1 -0.2
-1.1 -0.6 0.6
-0.3 0.3 -0.5
0.6 -0.9 -0.1
0.5 -1.6 1.3
-1.4 0.6 0.5
-0.1 1.4 -2.3
0.4 -0.2 0.0
0.4 0.2 -0.1
-0.3 -0.2 0.2
-0.3 0.2 -0.1
0.3 -0.5 -0.2
0.1 -0.4 -0.4
0.0 0.0 -0.2
0.3 0.1 -0.3
0.2 0.3 0.1
0.7 0.2 -0.3
-0.1 -0.4 0.9
0.1 -0.2 0.4
-0.5 -0.2 0.1
0.5 0.1 0.0
-0.1 0.1 0.3
0.2 0.2 -0.2
0.0 -0.1 -0.4
0.1 0.0 -0.1
0.1 -0.1 -0.2
-0.5 0.4 -0.6
-0.1 -0.1 -0.1
-0.3 -0.6 -0.1
-0.4 0.3 0.3
0.1 -0.3 -0.4
0.1 -0.1 0.3
0.1 0.0 0.1
0.0 0.3 0.0
0.1 0.0 -0.1
0.0 0.2 0.0
0.2 -0.1 0.0
-0.1 0.1 0.1
-0.6 0.3 0.2
0.5 0.1 -0.3
-0.5 0.0 0.0
0.3 -0.1 0.4
0.1 0.0 0.1
0.0 0.0 -0.3
0.0 -0.1 0.1
0.1 -0.1 -0.2
0.0 -0.1 0.2
0.1 0.0 -0.2
0.5 -0.2 -0.3
-0.2 0.1 0.5
0.1 -0.3 -0.4
0.0 0.5 0.0
0.0 0.2 0.0
-0.2 -0.2 0.1
-0.1 0.0 -0.1
-0.2 -0.1 0.1
0.0 0.2 -0.1
-0.1 -0.1 0.1
0.1 -0.2 0.6
0.0 0.4 0.4
0.1 -0.4 0.0
0.2 -0.1 0.6
0.2 0.3 -0.2
-0.3 0.2 -0.4
0.3 0.0 0.3
-0.1 0.1 -0.1
0.2 -0.1 -0.1
-0.1 0.0 0.0
0.1 0.3 -0.6
-0.5 -0.2 0.1
0.4 0.5 0.0
-0.1 -0.6 -0.4
-0.1 -0.1 0.1
0.0 0.2 0.4
0.3 0.0 0.2
0.0 0.0 0.2
0.1 -0.2 -0.1
-0.1 0.1 0.1
-0.3 0.5 -0.2
-0.2 -0.1 0.5
0.1 0.6 -0.3
-0.2 -0.1 -0.4
0.0 -0.3 0.0
0.3 -0.2 0.3
0.1 -0.1 -0.1
0.1 -0.1 0.1
0.0 -0.1 -0.2
0.0 0.0 0.1

Density functional theory data (the ωB97M-V functional and the def2-TZVPD basis) for a molecular structure, C25H32BLuO4 in a non-equilibrium geometry.

E_LUMO (spin up / spin down) in Eh: 0.0055 / 0.0063
Max |F| in eV/A: 5.99
DFT total energy in Ha: -2532.9095
Gap between HOMO and LUMO (spin up / spin down) in Ha: 0.20539 / 0.15645

Last column: natural (NBO) charge in e.
Cartesian coordinates (Å):
1 O -0.213 2.325 -2.579  -0.58
2 C 0.992 2.837 -3.304  -0.08
3 C 0.325 4.260 -3.286  -0.45
4 H 1.104 2.221 -4.235  0.17
5 H 1.810 2.596 -2.609  0.20
6 C -1.017 3.513 -2.650  0.29
7 H 0.428 4.858 -4.161  0.22
8 H 0.799 4.984 -2.603  0.22
9 C -2.052 2.893 -3.664  -0.63
10 H -1.683 2.075 -4.358  0.21
11 H -2.448 3.585 -4.403  0.21
12 H -2.921 2.454 -3.139  0.22
13 C -1.514 4.090 -1.220  -0.67
14 H -0.780 4.417 -0.441  0.23
15 H -2.141 3.412 -0.642  0.23
16 H -2.048 5.062 -1.145  0.23
17 Lu 0.181 -0.467 -0.217  1.28
18 C 1.105 0.772 1.906  -0.32
19 C 2.119 -0.178 1.577  -0.30
20 C 2.675 0.233 0.323  -0.42
21 H 2.546 -0.921 2.268  0.25
22 C 1.990 1.396 -0.119  -0.36
23 C 1.023 1.738 0.850  -0.35
24 H 0.422 2.641 0.827  0.23
25 H 0.623 0.858 2.883  0.24
26 H 3.585 -0.148 -0.098  0.23
27 H 2.330 2.059 -0.903  0.22
28 C -1.438 -0.287 1.721  -0.26
29 C -1.700 0.847 0.897  -0.32
30 C -2.094 0.417 -0.412  -0.42
31 H -1.627 1.875 1.245  0.23
32 C -2.075 -1.023 -0.405  -0.40
33 C -1.678 -1.460 0.905  -0.40
34 H -1.628 -2.492 1.264  0.27
35 H -1.385 -0.204 2.825  0.24
36 H -2.546 1.059 -1.165  0.24
37 H -2.297 -1.659 -1.283  0.24
38 O -0.261 -1.295 -2.082  -0.64
39 C -0.481 -0.672 -3.494  -0.05
40 C 0.335 -1.433 -4.526  -0.44
41 H -0.084 0.327 -3.441  0.22
42 H -1.549 -0.566 -3.659  0.22
43 C 1.300 -2.359 -3.761  -0.43
44 H 0.857 -0.640 -5.123  0.22
45 H -0.361 -1.959 -5.194  0.22
46 C 0.991 -2.252 -2.236  -0.07
47 H 2.325 -1.990 -3.907  0.23
48 H 1.237 -3.420 -4.073  0.23
49 H 1.768 -1.721 -1.656  0.20
50 H 0.845 -3.242 -1.749  0.24
51 O -0.178 -2.859 3.332  -0.76
52 B 0.050 -1.476 3.124  0.83
53 O 0.332 -0.912 4.419  -0.75
54 C 0.307 -1.963 5.316  0.21
55 C 0.631 -2.015 6.656  -0.24
56 C 0.689 -3.225 7.361  -0.24
57 C 0.363 -4.414 6.683  -0.22
58 C 0.037 -4.379 5.308  -0.29
59 C -0.026 -3.147 4.663  0.29
60 H 0.915 -1.084 7.121  0.22
61 H 0.938 -3.250 8.452  0.22
62 H 0.400 -5.357 7.228  0.21
63 H -0.157 -5.334 4.788  0.22

Force components x, y, z for each atom (eV/Å):
2.1 -0.6 1.4
-2.1 -0.7 1.6
0.0 -0.7 1.1
-0.1 1.1 0.4
0.1 0.7 -0.7
1.3 0.1 -1.2
-1.0 0.0 -1.4
-0.2 -0.8 0.6
-1.2 0.8 -0.6
0.4 0.9 1.3
-0.3 0.6 0.3
0.4 0.3 0.0
0.2 0.6 0.2
0.7 -1.0 -1.2
-0.1 -0.5 -0.5
-0.3 -0.6 -1.4
2.0 1.8 3.6
1.2 1.1 -0.3
0.3 1.1 0.0
-0.3 -0.2 0.4
-0.5 0.4 -0.7
0.2 0.2 0.1
0.8 -0.4 0.6
0.1 -0.3 0.0
0.0 -0.1 -0.7
0.1 -0.3 -0.3
-0.2 -0.3 -0.1
-2.4 0.5 -1.2
-0.9 -0.8 0.3
0.0 -0.3 0.7
-0.1 -0.4 -0.2
-1.8 -0.2 1.0
-1.4 0.3 -0.1
0.1 0.5 -0.3
0.0 0.0 -1.1
0.5 -0.2 0.0
0.0 0.5 1.1
2.2 -2.2 -5.1
0.7 0.1 1.7
-0.6 0.3 -0.2
-0.1 0.3 0.5
-0.1 -0.5 0.2
0.3 0.1 0.6
-0.2 -1.0 0.4
0.5 -0.1 0.1
-1.0 0.9 -0.2
-0.2 -0.4 -0.1
0.0 0.7 0.1
0.2 -0.3 -0.4
-0.5 0.9 -0.3
-0.6 -0.3 -0.2
1.7 -2.0 0.7
-0.2 -0.4 -0.1
-0.2 -1.0 0.2
0.5 0.9 0.3
-0.5 -0.5 -0.1
0.2 0.8 -0.2
-0.3 -0.5 0.2
0.7 0.1 0.1
0.0 0.1 0.3
-0.2 0.1 -1.2
0.0 0.2 -0.3
0.1 0.8 0.2